{"formula": "C84H199N11O21", "method": "ωB97M-V/def2-TZVPD", "homo_energy_ev": -8.15, "gap_ev": 8.625, "total_energy_ev": -149698.9026, "elements": ["C", "C", "O", "H", "H", "H", "H", "H", "H", "C", "C", "O", "H", "H", "H", "H", "H", "H", "C", "C", "O", "H", "H", "H", "H", "H", "H", "C", "C", "C", "C", "C", "C", "N", "O", "C", "C", "C", "H", "H", "H", "H", "H", "H", "H", "H", "H", "H", "H", "H", "H", "H", "H", "H", "H", "H", "H", "C", "C", "C", "C", "C", "C", "N", "O", "C", "C", "C", "H", "H", "H", "H", "H", "H", "H", "H", "H", "H", "H", "H", "H", "H", "H", "H", "H", "H", "H", "C", "C", "C", "C", "C", "C", "N", "O", "C", "C", "C", "H", "H", "H", "H", "H", "H", "H", "H", "H", "H", "H", "H", "H", "H", "H", "H", "H", "H", "H", "C", "C", "C", "C", "C", "C", "N", "O", "C", "C", "C", "H", "H", "H", "H", "H", "H", "H", "H", "H", "H", "H", "H", "H", "H", "H", "H", "H", "H", "H", "C", "O", "C", "C", "N", "C", "C", "O", "C", "H", "H", "H", "H", "H", "H", "H", "H", "H", "H", "H", "H", "H", "H", "H", "C", "O", "C", "C", "N", "C", "C", "O", "C", "H", "H", "H", "H", "H", "H", "H", "H", "H", "H", "H", "H", "H", "H", "H", "C", "O", "C", "C", "N", "C", "C", "O", "C", "H", "H", "H", "H", "H", "H", "H", "H", "H", "H", "H", "H", "H", "H", "H", "C", "O", "C", "C", "N", "C", "C", "O", "C", "H", "H", "H", "H", "H", "H", "H", "H", "H", "H", "H", "H", "H", "H", "H", "C", "O", "C", "C", "N", "C", "C", "O", "C", "H", "H", "H", "H", "H", "H", "H", "H", "H", "H", "H", "H", "H", "H", "H", "C", "O", "C", "C", "N", "C", "C", "O", "C", "H", "H", "H", "H", "H", "H", "H", "H", "H", "H", "H", "H", "H", "H", "H", "C", "O", "C", "C", "N", "C", "C", "O", "C", "H", "H", "H", "H", "H", "H", "H", "H", "H", "H", "H", "H", "H", "H", "H"], "coordinates": [[-1.091, 0.581, -0.156], [-0.745, 1.516, -1.343], [-0.151, 0.630, -2.363], [-1.759, -0.211, -0.494], [-1.700, 1.072, 0.603], [-0.208, 0.160, 0.325], [-0.149, 2.369, -1.018], [-1.620, 1.993, -1.786], [0.714, 0.439, -1.993], [-1.044, -2.919, -2.345], [-0.315, -2.484, -3.626], [-0.980, -1.535, -4.262], [-0.964, -2.227, -1.506], [-0.456, -3.745, -1.945], [-2.110, -3.087, -2.497], [-0.282, -3.377, -4.249], [0.687, -2.145, -3.362], [-0.889, -0.639, -3.929], [-1.562, -1.513, -9.940], [-0.832, -1.588, -8.621], [-1.710, -1.104, -7.591], [-2.056, -2.435, -10.247], [-0.780, -1.255, -10.654], [-2.280, -0.693, -9.944], [0.121, -1.060, -8.618], [-0.384, -2.560, -8.413], [-1.230, -1.220, -6.768], [0.854, -5.469, 4.195], [-0.499, -6.011, 3.680], [-1.398, -4.779, 3.853], [-2.759, -5.001, 3.096], [-2.465, -5.265, 1.618], [-1.480, -6.469, 1.326], [-0.354, -6.367, 2.190], [0.686, -7.261, 1.969], [-2.271, -7.753, 1.466], [-0.955, -6.203, -0.087], [-0.896, -7.160, 4.625], [1.665, -6.197, 4.146], [0.723, -4.979, 5.160], [1.281, -4.721, 3.526], [-1.621, -4.641, 4.911], [-0.987, -3.845, 3.470], [-3.422, -4.147, 3.232], [-3.261, -5.920, 3.398], [-2.202, -4.302, 1.180], [-3.484, -5.257, 1.231], [-1.850, -8.625, 0.965], [-2.323, -8.070, 2.507], [-3.282, -7.813, 1.064], [-1.671, -6.427, -0.878], [-0.744, -5.140, -0.205], [-0.052, -6.749, -0.359], [-1.977, -7.093, 4.751], [-0.657, -7.211, 5.687], [-0.681, -8.124, 4.164], [1.358, -6.659, 1.640], [-7.231, 4.569, 0.800], [-8.071, 4.154, -0.526], [-9.231, 5.085, -0.779], [-8.895, 6.482, -1.346], [-7.981, 6.315, -2.601], [-6.729, 5.489, -2.330], [-7.126, 4.204, -1.745], [-6.104, 3.272, -1.485], [-5.947, 5.148, -3.706], [-5.764, 6.300, -1.372], [-8.770, 2.775, -0.310], [-6.184, 4.287, 0.908], [-7.752, 4.238, 1.699], [-7.245, 5.649, 0.952], [-9.946, 4.622, -1.459], [-9.840, 5.332, 0.090], [-8.457, 7.135, -0.591], [-9.811, 6.997, -1.636], [-7.770, 7.347, -2.880], [-8.431, 5.862, -3.484], [-5.619, 4.110, -3.647], [-6.629, 5.127, -4.556], [-5.101, 5.818, -3.859], [-6.259, 6.762, -0.518], [-4.867, 5.708, -1.193], [-5.192, 7.066, -1.896], [-9.436, 2.608, -1.156], [-9.264, 2.857, 0.659], [-7.997, 2.015, -0.202], [-6.224, 2.668, -2.221], [2.220, -5.669, -2.166], [3.468, -5.483, -1.315], [3.062, -4.521, -0.246], [4.078, -4.449, 0.905], [4.346, -5.907, 1.411], [4.706, -6.975, 0.313], [3.750, -6.815, -0.789], [4.063, -7.758, -1.843], [6.207, -6.767, -0.046], [4.493, -8.409, 1.037], [4.538, -4.856, -2.244], [1.508, -6.255, -1.585], [2.452, -6.111, -3.135], [1.824, -4.671, -2.356], [2.781, -3.489, -0.458], [2.205, -4.729, 0.394], [3.828, -3.731, 1.686], [4.996, -4.041, 0.483], [3.674, -6.268, 2.190], [5.256, -5.701, 1.974], [6.811, -7.008, 0.829], [6.496, -7.247, -0.981], [6.415, -5.705, -0.171], [3.431, -8.653, 0.987], [5.043, -9.174, 0.490], [4.866, -8.439, 2.061], [5.542, -4.720, -1.843], [4.275, -3.827, -2.491], [4.499, -5.332, -3.224], [3.225, -8.225, -1.878], [-2.159, 7.532, 3.682], [-1.822, 6.161, 3.151], [-3.093, 5.168, 3.292], [-3.009, 4.041, 2.339], [-2.797, 4.430, 0.914], [-1.547, 5.263, 0.684], [-1.496, 6.370, 1.697], [-0.426, 7.320, 1.444], [-0.233, 4.441, 0.831], [-1.516, 5.747, -0.809], [-0.713, 5.507, 4.003], [-2.466, 7.446, 4.725], [-2.966, 8.070, 3.185], [-1.307, 8.200, 3.561], [-3.234, 4.863, 4.329], [-3.969, 5.768, 3.045], [-3.923, 3.453, 2.425], [-2.268, 3.362, 2.761], [-3.631, 4.924, 0.416], [-2.817, 3.465, 0.406], [0.092, 3.944, -0.083], [0.594, 5.073, 1.151], [-0.114, 3.647, 1.568], [-0.473, 6.012, -0.982], [-1.647, 4.960, -1.551], [-2.105, 6.641, -1.016], [-0.569, 4.438, 3.845], [-0.917, 5.540, 5.073], [0.239, 5.999, 3.803], [0.322, 6.971, 1.934], [-7.347, 1.003, 3.233], [-6.369, 0.161, 3.905], [-5.757, 0.683, 5.024], [-4.467, -0.161, 5.325], [-3.705, -0.197, 4.045], [-2.524, -1.112, 4.126], [-1.293, -0.566, 4.914], [-0.721, 0.533, 4.380], [-1.250, 1.751, 4.828], [-8.231, 1.256, 3.819], [-7.638, 0.618, 2.256], [-6.900, 1.968, 2.993], [-6.327, 0.723, 5.952], [-5.368, 1.683, 4.833], [-4.839, -1.111, 5.710], [-3.957, 0.475, 6.048], [-4.288, -0.467, 3.266], [-2.262, -1.264, 3.079], [-2.742, -2.090, 4.556], [-0.448, -1.252, 4.875], [-1.480, -0.291, 5.952], [-0.735, 2.603, 4.384], [-1.092, 1.802, 5.905], [-2.322, 1.896, 4.695], [5.189, 7.267, 10.842], [5.492, 6.021, 10.254], [6.369, 6.147, 9.092], [5.682, 5.481, 7.871], [5.460, 4.033, 8.092], [4.398, 3.367, 7.336], [4.374, 3.362, 5.827], [3.162, 2.831, 5.303], [3.191, 2.672, 3.893], [6.106, 7.852, 10.903], [4.855, 7.012, 11.848], [4.338, 7.783, 10.397], [7.283, 5.604, 9.335], [6.720, 7.137, 8.800], [6.320, 5.513, 6.987], [4.635, 5.775, 7.802], [5.229, 3.891, 9.065], [3.468, 3.856, 7.626], [4.309, 2.316, 7.609], [5.181, 2.709, 5.493], [4.561, 4.334, 5.371], [2.168, 2.350, 3.698], [3.773, 1.796, 3.607], [3.470, 3.487, 3.225], [-1.151, 2.202, -5.719], [-0.361, 3.376, -5.691], [-0.115, 3.893, -4.321], [1.040, 4.868, -4.291], [2.313, 4.203, -4.150], [2.677, 3.320, -3.007], [2.644, 4.182, -1.706], [3.659, 5.102, -1.439], [4.934, 4.432, -1.177], [-1.567, 2.000, -6.706], [-2.035, 2.373, -5.104], [-0.509, 1.367, -5.440], [0.021, 2.994, -3.720], [-1.033, 4.328, -3.925], [0.998, 5.710, -3.600], [1.193, 5.409, -5.225], [2.675, 3.970, -5.063], [3.586, 2.758, -3.218], [2.017, 2.453, -2.975], [2.641, 3.505, -0.852], [1.688, 4.661, -1.491], [4.837, 3.766, -0.319], [5.888, 4.938, -1.029], [5.144, 3.918, -2.115], [-12.110, -2.725, -5.216], [-11.456, -1.999, -4.191], [-10.091, -1.945, -4.406], [-9.319, -1.210, -3.173], [-7.931, -0.875, -3.424], [-7.212, -0.658, -2.170], [-5.602, -0.642, -2.436], [-5.251, 0.639, -2.912], [-5.261, 0.731, -4.304], [-11.815, -3.701, -5.599], [-12.324, -2.014, -6.014], [-13.081, -2.859, -4.740], [-9.906, -1.405, -5.334], [-9.587, -2.908, -4.480], [-9.416, -1.813, -2.270], [-9.902, -0.304, -3.006], [-8.023, 0.069, -3.772], [-7.563, -1.263, -1.334], [-7.539, 0.338, -1.872], [-5.379, -1.485, -3.090], [-5.033, -0.721, -1.510], [-4.367, 0.246, -4.696], [-5.175, 1.802, -4.489], [-6.245, 0.501, -4.712], [10.130, -0.430, 3.539], [9.083, 0.188, 2.748], [7.765, -0.030, 3.290], [6.736, 0.809, 2.461], [7.131, 0.818, 1.049], [6.922, -0.458, 0.405], [6.818, -0.068, -1.046], [5.461, 0.063, -1.611], [4.755, -1.165, -1.752], [9.881, -1.490, 3.491], [10.273, -0.120, 4.574], [11.084, -0.173, 3.079], [7.546, -1.095, 3.215], [7.571, 0.220, 4.333], [5.802, 0.254, 2.556], [6.660, 1.741, 3.022], [8.096, 1.107, 0.968], [7.773, -1.075, 0.693], [5.945, -0.837, 0.705], [7.339, 0.824, -1.395], [7.288, -0.888, -1.587], [5.321, -1.926, -2.291], [3.864, -1.133, -2.378], [4.516, -1.566, -0.767], [5.338, -0.196, 6.493], [4.691, -1.444, 6.501], [5.163, -2.439, 5.608], [4.018, -3.437, 5.280], [3.190, -2.906, 4.182], [2.449, -1.675, 4.441], [2.156, -1.002, 3.058], [3.350, -0.701, 2.396], [3.180, 0.236, 1.258], [5.530, 0.200, 5.496], [6.374, -0.295, 6.817], [4.744, 0.473, 7.116], [5.926, -3.045, 6.097], [5.604, -1.947, 4.741], [3.435, -3.613, 6.184], [4.381, -4.408, 4.942], [3.791, -2.715, 3.393], [3.117, -0.913, 4.844], [1.743, -1.848, 5.253], [1.518, -0.155, 3.308], [1.493, -1.630, 2.463], [2.463, -0.292, 0.630], [4.029, 0.519, 0.636], [2.796, 1.175, 1.655], [5.002, -1.218, -11.570], [3.887, -1.827, -10.890], [3.514, -3.089, -11.355], [2.203, -3.463, -10.654], [2.210, -3.360, -9.192], [2.822, -4.408, -8.382], [2.617, -3.991, -6.860], [3.254, -2.764, -6.594], [3.128, -2.349, -5.243], [5.851, -1.877, -11.751], [5.201, -0.400, -10.877], [4.802, -0.642, -12.473], [4.219, -3.919, -11.303], [3.303, -2.956, -12.416], [2.165, -4.533, -10.857], [1.307, -3.042, -11.110], [2.758, -2.517, -9.103], [3.902, -4.411, -8.527], [2.377, -5.376, -8.614], [3.183, -4.665, -6.217], [1.569, -3.996, -6.557], [4.142, -2.281, -4.850], [2.514, -3.021, -4.643], [2.842, -1.298, -5.201]], "forces_ev_per_a": [[-0.82, 0.81, -0.31], [-0.56, -1.60, 0.28], [-0.09, 1.57, 0.67], [0.32, -0.20, -0.27], [0.27, 0.40, 0.22], [0.07, 0.02, -0.09], [0.71, -0.42, -0.32], [-0.21, -0.44, -0.10], [0.28, -0.28, -0.23], [1.02, 0.11, 0.65], [0.50, -1.74, 2.73], [-2.20, 2.56, -3.19], [-0.02, 0.69, -0.29], [-0.60, -0.73, -0.10], [0.19, -0.50, -0.17], [0.33, 0.06, -0.31], [0.47, -0.31, 0.02], [0.33, -0.05, 0.63], [0.76, 0.23, -0.27], [0.09, -0.01, 0.63], [0.56, -0.41, -0.29], [0.01, 0.04, 0.15], [-0.25, -0.17, -0.52], [0.01, -0.04, 0.13], [-0.17, 1.05, -0.27], [-0.83, -0.71, 0.10], [-0.16, 0.01, 0.49], [0.72, -0.09, -1.40], [1.96, 0.83, 0.17], [-2.50, -0.89, -0.86], [1.65, -0.56, 0.16], [-0.53, 1.34, 0.75], [-1.67, 1.05, -1.26], [-0.21, 2.35, 3.21], [-0.12, -0.52, -0.10], [-0.23, -1.76, 0.08], [-0.08, 0.00, -0.81], [-1.85, -0.52, -0.63], [-0.20, -0.48, 0.79], [0.18, -0.40, 0.13], [-0.45, 0.47, -0.14], [0.24, -0.03, 0.17], [0.46, -0.17, -0.09], [-0.09, -0.07, -0.08], [-0.15, 0.14, 0.76], [1.23, -0.03, -0.12], [0.01, -1.48, -0.79], [0.78, 0.11, -0.10], [-0.15, 0.22, 0.11], [-0.17, 0.87, 0.02], [-0.34, -0.17, 0.14], [0.21, -0.01, 0.18], [-0.07, -0.21, 0.39], [-0.45, -0.40, -0.44], [1.20, 0.64, -0.19], [0.15, 0.00, 0.13], [0.51, -0.24, -0.19], [-1.30, 0.34, -0.27], [1.78, 0.54, 0.56], [-0.71, 2.09, -0.23], [0.35, -1.28, -1.11], [-0.37, 0.57, 0.65], [2.22, 0.60, 0.16], [-3.11, -0.83, 0.94], [0.42, 0.63, -0.19], [-1.04, -0.20, 1.48], [0.62, -0.33, -1.48], [1.83, 0.84, -0.12], [-0.13, -0.44, -0.62], [-0.13, -0.47, 0.00], [-0.01, 0.16, -0.39], [0.18, -0.16, -0.26], [0.22, -0.69, 0.61], [0.40, -0.13, -0.04], [-0.14, -0.13, -0.09], [0.74, -0.09, -0.34], [-0.77, -0.07, 0.31], [0.48, 0.21, 0.14], [-0.08, 0.51, -0.01], [-0.14, -0.08, -0.13], [0.34, -0.41, 0.02], [-0.44, -0.70, 1.06], [-0.80, 0.71, -0.50], [-0.04, -0.37, 0.27], [-0.43, -0.12, -0.25], [-0.16, -0.27, -0.21], [0.38, -0.57, 0.10], [-0.07, 0.40, -0.35], [-0.31, 0.20, -1.79], [0.03, 1.13, 3.84], [0.51, -0.97, -1.23], [1.19, 1.37, 0.06], [0.07, -0.26, 1.69], [0.44, -0.62, 1.16], [-0.12, 0.94, 0.58], [-0.71, 0.59, 0.07], [0.33, 1.14, -1.62], [-0.14, 0.62, -0.09], [-0.11, 0.06, -0.32], [-0.15, -0.26, 0.10], [-0.32, -0.02, -0.13], [0.44, 0.02, -1.38], [-0.92, -1.24, -0.76], [-0.46, -0.40, 0.08], [0.49, -0.14, 0.06], [-0.64, 0.01, -0.43], [0.35, -0.73, 0.27], [0.12, -0.64, -0.24], [0.11, -0.36, 0.31], [-0.17, 0.15, -0.20], [-0.01, 0.03, 0.24], [-0.05, -0.04, -0.12], [-0.10, 0.37, -0.01], [0.02, -0.66, -0.03], [-0.53, 0.15, 0.18], [0.58, -0.44, 0.21], [0.01, -0.33, -0.23], [-0.05, 0.57, 0.51], [-0.92, -1.32, -0.42], [0.52, 2.70, -0.59], [-0.66, -0.91, 1.11], [0.03, -0.39, -0.29], [1.57, -0.66, -0.04], [-1.19, 0.16, -0.89], [-1.30, -1.18, 0.44], [0.73, -0.57, 0.23], [1.17, 0.70, 0.99], [0.40, 0.06, -0.27], [0.28, 0.13, 0.20], [-0.17, -0.55, -0.41], [0.14, -0.07, 0.41], [0.37, -0.04, 0.08], [-0.17, 0.19, -0.04], [-0.26, -0.08, -0.10], [0.48, -0.21, -0.69], [-0.34, 0.40, 0.64], [0.81, 0.02, -0.63], [-0.15, 0.37, -0.18], [0.06, 0.46, -0.48], [-1.05, -0.19, 0.39], [0.07, 0.51, -0.10], [-0.69, -0.27, 0.36], [-0.29, -0.24, 0.07], [-0.09, 0.13, -0.61], [-0.12, 0.55, 0.02], [0.23, 0.02, 0.27], [0.55, -0.09, 0.06], [1.00, 0.53, 0.33], [-1.91, -0.15, -1.31], [2.01, 0.16, 0.64], [-1.61, 1.49, -2.08], [1.11, -0.84, 1.94], [-0.09, 0.94, 0.00], [-0.72, -1.10, 0.04], [0.80, 2.74, -2.15], [-0.06, 0.48, 0.76], [-0.07, -0.52, 0.32], [0.12, -0.68, 0.35], [0.37, 0.21, 0.11], [-0.67, -0.12, -0.10], [-0.22, 0.44, -0.20], [0.63, -0.38, 0.15], [0.37, -0.60, 0.28], [-0.25, -0.10, 0.24], [0.52, -0.14, 0.04], [-0.34, -0.26, 0.12], [-0.53, -0.93, 0.24], [-0.59, -0.74, 0.48], [0.18, -0.41, -0.15], [0.16, 0.19, 0.37], [-0.14, -0.36, -0.48], [-0.09, -0.65, 0.91], [0.86, 0.58, -1.60], [-0.77, -1.57, -0.37], [-0.52, -1.65, 0.98], [1.49, -1.15, -0.03], [-1.38, 0.74, 0.38], [1.17, -0.17, -0.91], [0.45, 0.84, 0.33], [-0.99, -1.48, 0.36], [-0.26, 0.44, 0.02], [0.14, 0.20, 0.19], [0.24, 0.21, -0.54], [0.03, -0.27, -0.02], [-0.64, 0.43, 0.45], [-0.37, 0.80, -0.18], [0.15, 1.59, -0.69], [0.07, -0.01, 0.10], [-0.69, -0.07, 0.05], [0.18, 0.19, 0.47], [0.42, -0.10, -0.23], [-0.02, 0.35, 0.14], [-0.15, 0.30, -0.43], [0.56, -0.07, 0.12], [0.07, 0.59, 0.57], [0.06, 0.59, 0.12], [0.53, 1.27, 0.64], [-1.32, -0.79, -1.27], [1.07, -0.41, -0.24], [1.65, -0.43, 0.10], [-0.97, 1.61, -1.09], [0.05, -1.84, 0.98], [1.84, 0.94, 0.10], [-0.90, -0.81, -1.20], [0.47, 0.30, -0.27], [-0.02, -0.52, 0.55], [-0.41, -0.36, 0.39], [0.59, 0.09, 0.35], [-0.34, 0.31, -0.25], [-0.69, -0.35, 0.63], [-0.75, -0.19, -0.36], [0.15, -0.44, 0.45], [0.60, 0.85, 0.10], [-0.85, 0.06, 0.74], [0.17, -0.85, 0.20], [-0.04, 0.51, -0.95], [-0.19, -0.36, -0.13], [-0.81, 1.52, 0.20], [0.09, -0.81, 0.28], [-2.41, 1.31, 0.62], [0.64, -1.17, 0.39], [2.58, 1.12, 1.37], [-2.16, -0.58, -1.25], [-0.39, -0.47, -0.20], [1.64, 0.84, -0.17], [-2.40, 0.35, 1.48], [-0.01, -0.44, 0.35], [0.04, 1.55, -0.12], [1.01, 0.14, 0.43], [0.33, -0.24, -0.59], [-0.29, -0.43, -0.32], [0.34, 0.24, -0.17], [-0.33, -0.44, -0.19], [-0.02, -0.25, -0.16], [-0.24, 0.19, 0.31], [0.41, -0.09, -0.72], [0.33, -0.74, -0.34], [0.68, 0.41, 0.62], [0.22, 0.23, -0.32], [-0.27, -0.38, 0.18], [-0.43, -0.39, -0.57], [0.35, 0.15, -0.28], [0.38, -0.80, -0.39], [-0.63, -0.01, -0.99], [-0.01, 0.60, 1.86], [-0.28, -0.10, -0.82], [1.65, -1.63, 0.42], [-1.49, 1.68, 1.84], [-0.06, 2.19, 0.03], [-0.65, -2.11, -2.51], [0.33, -0.05, 0.43], [0.80, -0.30, 0.22], [0.66, -0.28, 0.27], [-0.83, 0.32, 0.17], [-0.17, -0.34, -0.41], [-0.02, -0.35, -0.16], [0.87, 0.24, 0.35], [-0.30, 0.31, -0.02], [-0.10, 0.55, -0.91], [0.04, -0.03, 0.03], [-0.26, -0.88, -0.58], [0.22, -0.41, 0.25], [-0.13, 0.14, 0.74], [0.05, -0.24, -0.58], [0.70, -0.04, 0.14], [-0.25, 0.99, 0.28], [-0.29, -0.22, 0.05], [0.72, -0.65, -0.23], [-0.58, -0.11, 0.08], [-0.16, -0.80, 0.89], [0.09, 1.65, -1.08], [-0.53, -0.68, 0.30], [2.29, 0.62, -1.09], [-2.20, -0.61, 1.47], [1.47, 1.08, -0.92], [-1.22, -0.98, 1.20], [-0.86, 0.21, -0.53], [0.13, 0.03, 0.88], [0.32, -0.07, -0.19], [0.57, 0.17, 0.17], [-0.13, -0.19, -0.45], [-0.15, 0.15, -0.01], [0.37, 0.06, 0.09], [0.19, -0.08, 0.01], [0.21, 0.17, 0.50], [-0.86, 0.16, -0.75], [0.29, 0.68, -0.22], [0.13, -0.44, -0.46], [-0.29, 0.50, -0.37], [0.71, -0.79, 0.61], [-0.42, -0.05, -0.09], [-0.62, 0.92, 1.29], [1.37, 0.22, -0.35], [-1.62, 0.62, -0.86], [0.57, -2.42, 0.09], [-0.20, 1.08, -0.80], [-0.09, 1.70, 1.20], [0.95, -1.06, -0.78], [-0.62, 0.79, -0.56], [1.16, 0.44, -0.45], [-0.06, -0.12, 0.31], [0.89, -0.20, 0.11], [-0.77, -0.65, -0.54], [0.68, 0.30, 0.60], [-0.19, -0.39, -0.41], [-0.56, -0.31, -0.27], [0.18, 0.49, 0.20], [-0.06, 0.35, 1.06], [0.28, -0.49, -0.06], [0.02, 0.01, 0.20], [-0.35, -0.97, -0.07], [-0.22, 0.15, -0.20], [0.20, -0.55, 0.42], [-0.11, 0.19, 0.00], [-0.85, -0.09, -0.08]]}